Run a
C2H4O4 | ωB97M-V/def2-TZVPD

* LUMO level: 0.83 eV
* orbital gap: 11.138 eV
* spin multiplicity: 1
* net charge: 0

Cartesian coordinates (Å):
O  -0.68  -1.01  -0.47
C  -1.64  -0.39  -0.07
O  -1.93  0.84  0.04
H  -2.45  -1.05  0.24
H  -1.14  1.49  -0.13
O  0.81  1.07  -0.22
C  1.73  0.42  0.17
O  1.76  -0.87  0.06
H  2.70  0.72  0.52
H  0.83  -1.23  -0.14

Run b
C2H4O4 | ωB97M-V/def2-TZVPD

* LUMO level (alpha / beta): 0.24 / 0.23 eV
* orbital gap (alpha / beta): 7.197 / 7.184 eV
* spin multiplicity: 1
* net charge: 0

Cartesian coordinates (Å):
C  1.50  0.19  0.05
C  -0.77  0.83  -0.35
O  0.39  0.07  -0.40
O  2.45  -0.69  -0.18
O  -2.38  -0.94  0.18
O  -1.87  0.19  -0.74
H  1.79  0.92  0.86
H  -0.86  1.59  0.40
H  2.23  -1.38  -0.87
H  -3.33  -0.57  0.40

Most stable to least stable: run a, run b

Run a
CH4N4 | ωB97M-V/def2-TZVPD

* LUMO level: 1.00 eV
* orbital gap: 10.315 eV
* spin multiplicity: 1
* net charge: 0

Cartesian coordinates (Å):
C  -0.85  0.92  -0.33
N  -1.67  0.01  -0.67
N  -0.75  -0.97  -0.23
N  0.06  0.12  0.28
N  1.40  0.14  0.27
H  -0.84  2.05  -0.33
H  -1.22  -1.79  0.39
H  2.02  -0.16  -0.56
H  1.85  -0.33  1.16

Run b
CH4N4 | ωB97M-V/def2-TZVPD

* LUMO level: 1.06 eV
* orbital gap: 11.028 eV
* spin multiplicity: 1
* net charge: 0

Cartesian coordinates (Å):
C  -0.99  -1.19  0.44
N  -0.27  2.12  -1.54
N  0.60  1.56  -1.09
N  -0.96  -0.47  1.49
N  1.47  1.02  -0.50
H  -0.39  -2.15  0.26
H  -1.66  -0.83  -0.25
H  -0.15  -0.72  2.17
H  2.34  0.66  -0.97

Most stable to least stable: run b, run a

Run a
C3H8BrNO | ωB97M-V/def2-TZVPD

* LUMO level: 0.14 eV
* orbital gap: 8.784 eV
* spin multiplicity: 1
* net charge: 0

Cartesian coordinates (Å):
Br  0.45  2.39  -0.65
C  0.08  0.47  1.87
C  -0.18  -0.55  0.79
O  -0.96  -1.48  0.92
N  0.52  -0.32  -0.57
H  0.73  0.67  -0.59
H  1.40  -0.82  -0.62
C  -0.45  -0.63  -1.73
H  -0.30  1.44  1.55
H  1.16  0.48  2.05
H  -0.34  0.19  2.83
H  -1.18  0.18  -1.70
H  -1.10  -1.48  -1.52
H  0.16  -0.56  -2.62

Run b
C3H8BrNO | ωB97M-V/def2-TZVPD

* LUMO level: 0.32 eV
* orbital gap: 9.104 eV
* spin multiplicity: 1
* net charge: 0

Cartesian coordinates (Å):
Br  -0.10  -2.39  0.77
C  -1.64  0.55  0.32
C  -0.66  0.37  -0.79
O  -0.92  0.93  -1.89
N  0.58  -0.51  -0.60
H  0.35  -1.40  -0.18
H  1.04  -0.66  -1.49
C  1.59  0.21  0.36
H  -2.46  1.15  -0.06
H  -1.12  1.21  1.02
H  -2.04  -0.35  0.79
H  2.24  0.87  -0.22
H  2.08  -0.67  0.78
H  1.07  0.69  1.19

Most stable to least stable: run a, run b

Run a
C2H4BrN | ωB97M-V/def2-TZVPD

* LUMO level (alpha / beta): 0.31 / 0.31 eV
* orbital gap (alpha / beta): 9.238 / 9.239 eV
* spin multiplicity: 1
* net charge: 0

Cartesian coordinates (Å):
C  1.00  -1.13  0.09
C  -0.71  1.10  0.06
N  1.10  0.08  0.39
Br  -2.07  -0.21  0.01
H  1.86  -1.56  -0.35
H  -0.01  -1.67  -0.11
H  -0.95  1.96  0.78
H  -0.22  1.42  -0.88

Run b
C2H4BrN | ωB97M-V/def2-TZVPD

* LUMO level (alpha / beta): -3.71 / -3.71 eV
* orbital gap (alpha / beta): 5.555 / 5.555 eV
* spin multiplicity: 1
* net charge: 0

Cartesian coordinates (Å):
C  0.37  -0.66  -0.26
C  -0.20  0.47  0.58
N  0.63  -0.53  1.10
Br  -1.47  -2.30  2.68
H  -0.30  -1.46  -0.34
H  1.19  -0.48  -0.95
H  0.42  1.29  0.60
H  -1.24  0.87  0.88

Most stable to least stable: run a, run b

Run a
C2HO2S2 | ωB97M-V/def2-TZVPD

* LUMO level: 3.32 eV
* orbital gap: 6.975 eV
* spin multiplicity: 1
* net charge: -1

Cartesian coordinates (Å):
C  0.52  -0.41  -1.12
C  0.02  0.24  0.02
O  0.59  1.01  -1.02
O  0.69  -1.19  -1.98
S  1.07  -0.25  2.14
S  -1.69  0.61  0.44
H  -1.20  -0.01  1.54

Run b
C2HO2S2 | ωB97M-V/def2-TZVPD

* LUMO level: 3.39 eV
* orbital gap: 6.775 eV
* spin multiplicity: 1
* net charge: -1

Cartesian coordinates (Å):
C  0.63  1.15  2.99
C  -0.21  1.12  1.22
O  -0.17  0.70  3.74
O  1.73  1.55  2.85
S  -0.19  2.25  0.05
S  -0.13  -0.59  0.70
H  -0.13  -0.22  -0.55

Most stable to least stable: run b, run a

Run a
C3H13NO2S | ωB97M-V/def2-TZVPD

* LUMO level (alpha / beta): -3.77 / -9.04 eV
* orbital gap (alpha / beta): 10.809 / 5.118 eV
* spin multiplicity: 2
* <S²>: 0.7569
* net charge: +1

Cartesian coordinates (Å):
C  -1.20  0.20  2.29
C  -0.56  -0.31  1.04
C  0.07  0.89  0.21
S  1.87  0.91  -0.12
N  -1.53  -0.98  0.20
H  -0.56  0.73  2.99
H  -1.55  -0.70  2.85
H  -2.04  0.84  2.02
H  0.25  -1.00  1.33
H  -0.22  0.81  -0.82
H  -0.14  1.86  0.70
H  2.12  0.52  1.15
H  -2.25  -0.27  -0.01
H  -1.24  -1.22  -0.74
H  2.76  -2.46  -1.29
H  3.02  -1.87  -2.67
O  3.46  -2.32  -1.94
H  -4.06  0.07  -1.12
H  -3.08  0.99  -1.57
O  -3.77  0.97  -0.88

Run b
C3H13NO2S | ωB97M-V/def2-TZVPD

* LUMO level (alpha / beta): -3.82 / -9.17 eV
* orbital gap (alpha / beta): 9.535 / 4.161 eV
* spin multiplicity: 2
* <S²>: 0.7533
* net charge: +1

Cartesian coordinates (Å):
C  -0.85  2.15  2.05
C  -2.09  1.68  1.38
C  -1.49  1.39  -0.10
S  -2.28  -0.05  -0.86
N  0.10  1.07  2.58
H  -1.02  2.84  2.83
H  -0.24  2.76  1.31
H  -2.45  0.71  1.83
H  -2.83  2.52  1.24
H  -0.42  1.31  0.16
H  -1.72  2.28  -0.75
H  -1.31  -0.79  -1.40
H  -0.18  0.18  2.29
H  0.20  1.05  3.52
H  1.42  -2.71  -2.07
H  1.31  -1.62  -3.27
O  1.40  -2.48  -3.00
H  6.46  -2.69  -1.15
H  5.84  -2.56  0.27
O  5.76  -2.69  -0.63

Most stable to least stable: run a, run b